# 1
The following is a quantum chemistry calculation of a 8-piece molecular cluster, CH18O8 overall, from OMol25.

Structure (XYZ):
```
27
Properties=species:S:1:pos:R:3:forces:R:3
O 0.448033 -1.387063 3.752261 0.746 -0.469 0.356
H 0.158343 -1.142993 2.870151 -0.477 0.456 -2.548
H 0.631883 -0.579073 4.236991 0.179 0.752 0.625
H -0.232817 -1.921863 4.167021 -0.632 -0.489 0.512
C -0.058777 -0.412203 -1.199069 -0.203 0.014 0.859
O -0.625747 -0.292273 0.072251 0.275 0.062 0.336
H 1.021003 -0.558313 -1.227379 0.586 -0.310 0.309
H -0.477507 -1.232423 -1.782169 -0.229 -0.478 -0.197
H -0.158977 0.466417 -1.836309 -0.436 0.641 -0.094
O -4.677577 -0.843833 -4.220179 -0.237 -0.155 0.066
H -3.801437 -1.224363 -4.281829 0.250 -0.119 -0.005
H -4.539847 0.096047 -4.338019 0.013 0.256 0.002
O 0.698973 3.210727 1.490041 0.343 0.201 0.233
H 0.549453 2.374657 1.048611 -0.201 -0.454 -0.392
H 0.077733 3.212117 2.218251 -0.265 0.082 0.074
O 5.327403 1.960237 -2.055049 0.039 0.186 -0.139
H 5.125763 1.024707 -2.036089 -0.078 -0.349 -0.067
H 5.653453 2.153317 -1.176049 0.058 0.104 0.189
O -3.305907 2.071137 2.678161 0.182 0.193 0.265
H -3.818267 1.538157 3.286151 -0.240 -0.076 0.098
H -2.934467 1.440887 2.060861 0.150 -0.168 -0.459
O 5.642453 -1.824343 -1.209209 -0.151 0.094 -0.166
H 6.562133 -2.086533 -1.168469 0.259 -0.074 -0.063
H 5.428923 -1.558213 -0.314879 -0.122 0.044 0.225
O -4.436037 -1.633853 -0.043029 -0.249 -0.138 0.291
H -4.656207 -1.686303 -0.973089 -0.078 0.019 -0.269
H -3.601977 -1.164753 -0.019939 0.519 0.173 -0.043
```
Forces are in eV/Å.

Computed properties:
Energy relative to the best compared isomer or geometry (same formula, charge and spin): 136.8 kcal per mole
Calculated total energy: -17703.1496 eV
HOMO-LUMO gap: 4.245 eV

# 2
The following is a quantum chemistry calculation of CH19LiO9 as an isolated structure, from OMol25.

Structure (XYZ):
```
30
Properties=species:S:1:pos:R:3:forces:R:3
Li 1.394067 1.077633 -1.244267 -0.042 -0.208 0.866
C -0.153933 -0.479367 -0.643267 3.173 2.296 4.852
O -0.178933 0.880633 -0.124267 1.370 -0.599 0.235
H 0.779067 -1.057367 -0.350267 -0.830 0.553 -0.614
H -0.309933 -0.287367 -1.577267 -0.091 -0.036 -6.494
H -1.001933 -0.952367 -0.387267 -2.904 -2.166 1.566
O 3.136067 0.486633 0.145733 0.022 3.454 1.654
H 3.616067 1.248633 0.643733 -1.813 -1.611 -0.897
H 3.900067 0.018633 -0.094267 1.479 -1.679 -0.945
O -3.858933 -1.619367 1.225733 0.011 -1.861 -0.480
H -3.363933 -0.807367 1.237733 0.524 1.173 0.136
H -3.185933 -2.251367 0.901733 -0.738 0.297 0.330
O -1.697933 2.277633 -1.783267 1.158 0.407 1.766
H -1.106933 1.960633 -0.997267 -0.981 -0.319 -1.535
H -1.935933 3.153633 -1.439267 -0.220 -0.174 -0.524
O 2.454067 0.295633 -2.833267 4.359 1.938 3.348
H 3.048067 1.056633 -3.107267 -0.567 -1.421 0.605
H 1.838067 0.341633 -3.466267 -4.005 -0.279 -4.093
O 0.038067 -3.776367 -0.840267 0.253 -2.518 2.644
H 0.092067 -2.979367 -0.363267 -0.005 1.494 0.500
H -0.032933 -3.641367 -1.734267 -0.283 0.895 -3.132
O 0.249067 2.539633 2.185733 -0.815 -4.275 -0.817
H -0.079933 1.728633 2.748733 0.824 2.507 -1.035
H 0.264067 1.965633 1.310733 0.003 1.627 1.820
O 0.773067 -1.307367 2.608733 -2.585 1.490 -1.923
H 0.777067 -1.053367 1.638733 0.720 -0.630 2.102
H 1.540067 -1.703367 2.945733 1.860 -0.722 -0.105
O -2.381933 0.586633 1.332733 -2.237 4.372 -0.432
H -1.558933 0.794633 0.775733 -0.919 0.120 0.532
H -3.050933 1.502633 1.283733 3.280 -4.124 0.068
```
Forces are in eV/Å.

Computed properties:
Energy relative to the best compared isomer or geometry (same formula, charge and spin): 30.5 kcal per mole
Calculated total energy: -19976.3678 eV
HOMO-LUMO gap: 8.581 eV

# 3
The following is a quantum chemistry calculation of a 10-piece molecular cluster, CH20NO11 overall, from OMol25.

Structure (XYZ):
```
33
Properties=species:S:1:pos:R:3:forces:R:3
N 1.400655 -0.104945 -0.113164 -1.945 -2.318 0.839
C 0.226191 0.661442 -0.164036 1.226 -1.248 0.466
O -0.854856 0.102658 0.134864 -0.314 -0.217 -0.101
O 0.347397 1.879088 -0.423972 0.089 1.197 -0.476
H 1.302959 -1.161800 -0.304891 0.067 2.220 -0.084
H 2.211421 0.286391 -0.489102 1.134 0.770 -0.672
H -1.238567 0.150756 1.912383 -0.158 -0.017 -1.114
H -0.983995 1.488273 2.631642 -0.063 0.191 -0.412
O -1.120771 0.538448 2.772879 -0.061 -0.270 1.816
H 2.289691 1.656628 -2.732824 1.305 -0.307 0.134
H 1.017719 2.029438 -1.975645 0.173 -0.028 -0.321
O 1.401740 1.915718 -2.889043 -1.051 0.760 0.189
H -0.344120 2.743495 0.882814 -0.451 -0.165 0.681
H 0.226510 3.396866 2.120628 -0.321 -0.065 0.185
O -0.599887 2.986514 1.825896 0.783 0.557 -0.799
H 0.194582 -2.529581 -1.233772 -1.424 -0.607 0.836
H 0.555156 -1.594057 -2.397102 -0.457 0.536 -0.451
O 0.898284 -2.264903 -1.801750 2.057 -0.574 -0.536
H 0.408640 -0.117332 2.973328 0.777 -0.609 -0.023
H 1.533133 -0.518865 1.976545 -0.149 -0.011 0.528
O 1.245038 -0.688163 2.902269 -0.338 0.644 -0.516
H -1.658295 1.808057 -1.884584 0.564 1.121 0.272
H -1.912425 0.480942 -1.253059 -0.039 0.204 0.046
O -2.095476 0.994297 -2.065572 -1.029 -0.964 -0.255
H 0.406672 -2.151026 2.689138 -0.717 -0.467 0.001
H -1.124433 -2.431239 2.995076 1.870 -0.886 -0.902
O -0.307423 -2.855292 2.567021 -1.231 1.165 1.325
H -1.102352 -1.613121 0.005798 0.055 0.987 0.382
H -0.807184 -2.861201 0.917852 -0.137 0.582 -0.657
O -1.078004 -2.565354 0.010200 -0.155 -1.846 0.180
H 0.546714 0.471304 -3.290104 -0.014 0.096 -0.078
H -0.891924 0.124413 -2.979751 -1.142 0.479 0.379
O -0.092775 -0.257862 -3.319963 1.096 -0.909 -0.862
```
Forces are in eV/Å.

Computed properties:
Net charge: -1
Energy relative to the best compared isomer or geometry (same formula, charge and spin): 0.0 kcal per mole
Calculated total energy: -25379.8012 eV
HOMO-LUMO gap: 9.865 eV

# 4
The following is a quantum chemistry calculation of a 10-piece molecular cluster, CH21O10 overall, from OMol25.

Structure (XYZ):
```
32
Properties=species:S:1:pos:R:3:forces:R:3
C -0.380875 0.388969 -0.633906 5.304 0.259 3.825
O 0.336125 -0.321031 0.440094 -1.338 0.102 -1.045
H 0.385125 1.181969 -0.716906 -0.923 0.442 -1.605
H -1.264875 0.817969 -0.374906 -2.956 1.111 1.042
H -0.461875 -0.251031 -1.418906 -0.295 -1.603 -2.856
O -0.669875 3.407969 1.452094 1.352 3.206 -2.030
H -0.312875 4.206969 0.882094 -0.195 -2.227 2.137
H -1.419875 3.289969 0.884094 -1.198 -0.968 -0.115
O 1.549125 -2.112031 2.251094 2.328 2.042 2.688
H 2.150125 -1.471031 2.947094 -3.069 -2.317 -3.648
H 1.073125 -1.592031 1.550094 0.733 0.267 0.974
O -0.275875 -2.925031 -0.499906 -0.374 1.170 -0.346
H -1.132875 -2.876031 -0.981906 1.080 -0.212 0.449
H -0.014875 -1.968031 -0.318906 -0.272 -1.135 0.299
O 0.024125 0.847969 2.906094 -0.391 2.398 -0.289
H -0.279875 1.783969 2.678094 0.497 -1.796 0.665
H 0.405125 0.600969 2.040094 -0.301 -0.745 -0.172
O 2.747125 -0.685031 -1.246906 0.296 0.394 -0.602
H 2.756125 -1.638031 -1.196906 -0.071 -0.386 0.154
H 1.878125 -0.444031 -0.903906 -0.216 -0.172 0.649
O -0.796875 1.531969 -3.517906 -4.670 -1.197 3.337
H 0.039125 1.673969 -3.805906 4.128 0.522 -0.865
H -0.797875 1.265969 -2.529906 0.563 0.763 -2.650
O -2.000875 -2.726031 -2.720906 -2.480 1.743 1.920
H -1.340875 -2.427031 -3.303906 1.550 0.451 -1.201
H -2.331875 -1.851031 -2.314906 0.572 -2.050 -0.937
O -2.540875 -1.078031 1.491094 0.532 0.306 -1.309
H -1.666875 -0.941031 1.060094 -0.338 0.030 -0.141
H -2.195875 -1.237031 2.352094 0.067 -0.233 1.457
O 2.498125 1.961969 1.043094 -1.845 -1.022 -1.706
H 1.711125 1.430969 0.517094 2.704 1.621 3.099
H 2.333125 2.151969 1.992094 -0.775 -0.766 -1.179
```
Forces are in eV/Å.

Computed properties:
Net charge: -1
Energy relative to the best compared isomer or geometry (same formula, charge and spin): 70.5 kcal per mole
Calculated total energy: -21852.1932 eV
HOMO-LUMO gap: 8.168 eV

# 5
The following is a quantum chemistry calculation of CH21O10Pd as an isolated structure, from OMol25.

Structure (XYZ):
```
33
Properties=species:S:1:pos:R:3:forces:R:3
Pd -1.543854 1.176429 0.199186 -4.444 0.137 0.371
C 0.668034 0.499344 -0.761113 0.539 -1.883 -0.052
O -0.075626 0.585532 0.365335 17.755 -7.068 4.367
H 0.072997 -0.166066 -1.400654 0.446 0.408 -0.794
H 1.564447 -0.016856 -0.405794 0.549 0.047 -0.977
H 0.853385 1.489604 -1.081365 0.622 0.925 -1.265
O 1.225846 -1.468858 1.601263 0.166 -0.316 0.837
H 0.703483 -0.784262 1.166769 0.039 -0.510 -0.148
H 1.746762 -2.012313 0.998363 -0.220 0.397 -0.349
O -1.003028 -2.932390 -1.430727 -0.632 0.411 0.059
H -0.391927 -2.602870 -2.101924 -0.088 0.310 -0.411
H -0.433703 -3.570870 -1.025981 0.187 -0.835 0.791
O -2.701325 0.026569 0.732349 -10.568 -10.912 3.504
H -2.500639 -0.892507 0.997158 0.287 -0.159 0.292
H -3.606812 -0.119982 0.360878 0.421 0.037 0.229
O 3.064835 -2.143844 -0.619070 -0.443 -2.702 0.374
H 3.445407 -1.324192 -0.832353 1.302 1.391 -0.468
H 3.710637 -2.878694 -0.783063 -0.764 1.329 0.113
O 2.190281 1.532184 1.558147 0.332 0.475 -0.038
H 2.898005 0.873272 1.673768 -0.891 0.141 -0.069
H 1.414075 1.155396 1.106587 0.728 -0.225 0.705
O -1.743974 2.667065 1.000363 -2.852 14.627 7.649
H -2.686100 2.854813 1.237237 0.747 0.148 -0.005
H -1.291879 3.206829 1.664275 0.456 0.657 0.099
O -0.655396 1.129413 3.092661 -0.719 -0.300 0.059
H -0.148442 1.760395 2.606496 1.447 0.164 -0.561
H -1.078572 1.715294 3.712825 -0.461 -0.071 0.942
O 0.909222 -1.851039 -2.809730 0.242 -0.453 0.890
H 0.889572 -1.497940 -3.686412 0.279 0.740 -0.573
H 1.199750 -1.224922 -2.120813 0.150 -0.433 -1.094
O -2.003318 1.559777 -1.381497 -3.951 4.019 -11.888
H -2.625724 2.269701 -1.521051 -0.426 0.810 -0.700
H -2.066417 0.985987 -2.112113 -0.236 -1.305 -1.889
```
Forces are in eV/Å.

Computed properties:
Net charge: +1
Energy relative to the best compared isomer or geometry (same formula, charge and spin): 263.9 kcal per mole
Calculated total energy: -25310.8287 eV
⟨S²⟩: 2.003
Multiplicity: 3
HOMO-LUMO gap (spin up / spin down): 7.331 / 7.068 eV

What is the energy relative to the best compared isomer or geometry (same formula, charge and spin) in the first record? 136.8 kcal per mole

Copy entry 5 word for word.
The following is a quantum chemistry calculation of CH21O10Pd as an isolated structure, from OMol25.

Structure (XYZ):
```
33
Properties=species:S:1:pos:R:3:forces:R:3
Pd -1.543854 1.176429 0.199186 -4.444 0.137 0.371
C 0.668034 0.499344 -0.761113 0.539 -1.883 -0.052
O -0.075626 0.585532 0.365335 17.755 -7.068 4.367
H 0.072997 -0.166066 -1.400654 0.446 0.408 -0.794
H 1.564447 -0.016856 -0.405794 0.549 0.047 -0.977
H 0.853385 1.489604 -1.081365 0.622 0.925 -1.265
O 1.225846 -1.468858 1.601263 0.166 -0.316 0.837
H 0.703483 -0.784262 1.166769 0.039 -0.510 -0.148
H 1.746762 -2.012313 0.998363 -0.220 0.397 -0.349
O -1.003028 -2.932390 -1.430727 -0.632 0.411 0.059
H -0.391927 -2.602870 -2.101924 -0.088 0.310 -0.411
H -0.433703 -3.570870 -1.025981 0.187 -0.835 0.791
O -2.701325 0.026569 0.732349 -10.568 -10.912 3.504
H -2.500639 -0.892507 0.997158 0.287 -0.159 0.292
H -3.606812 -0.119982 0.360878 0.421 0.037 0.229
O 3.064835 -2.143844 -0.619070 -0.443 -2.702 0.374
H 3.445407 -1.324192 -0.832353 1.302 1.391 -0.468
H 3.710637 -2.878694 -0.783063 -0.764 1.329 0.113
O 2.190281 1.532184 1.558147 0.332 0.475 -0.038
H 2.898005 0.873272 1.673768 -0.891 0.141 -0.069
H 1.414075 1.155396 1.106587 0.728 -0.225 0.705
O -1.743974 2.667065 1.000363 -2.852 14.627 7.649
H -2.686100 2.854813 1.237237 0.747 0.148 -0.005
H -1.291879 3.206829 1.664275 0.456 0.657 0.099
O -0.655396 1.129413 3.092661 -0.719 -0.300 0.059
H -0.148442 1.760395 2.606496 1.447 0.164 -0.561
H -1.078572 1.715294 3.712825 -0.461 -0.071 0.942
O 0.909222 -1.851039 -2.809730 0.242 -0.453 0.890
H 0.889572 -1.497940 -3.686412 0.279 0.740 -0.573
H 1.199750 -1.224922 -2.120813 0.150 -0.433 -1.094
O -2.003318 1.559777 -1.381497 -3.951 4.019 -11.888
H -2.625724 2.269701 -1.521051 -0.426 0.810 -0.700
H -2.066417 0.985987 -2.112113 -0.236 -1.305 -1.889
```
Forces are in eV/Å.

Computed properties:
Net charge: +1
Energy relative to the best compared isomer or geometry (same formula, charge and spin): 263.9 kcal per mole
Calculated total energy: -25310.8287 eV
⟨S²⟩: 2.003
Multiplicity: 3
HOMO-LUMO gap (spin up / spin down): 7.331 / 7.068 eV

What is the calculated total energy in the third record? -25379.8012 eV

Among the records above, which one has the lowest calculated total energy? CH20NO11